Record 1
A molecular structure, C8H16Cl2LaN2S in a non-equilibrium geometry, computed with ωB97M-V with the def2-TZVPD basis set.

Charge = -1

Last column: Löwdin charge in e.
Cartesian coordinates (Å):
1 La 2.31380 -0.23601 0.07578  0.853
2 Cl 1.66799 -2.74859 -0.31710  -0.325
3 Cl 1.65702 1.99733 1.31971  -0.311
4 C 4.51267 -0.54604 0.28729  -0.580
5 H 5.11246 0.41764 0.36760  -0.162
6 H 5.09308 -1.20269 -0.41787  -0.162
7 C -1.01535 1.51941 -1.18760  -0.142
8 C 0.04277 0.84156 -1.47279  -0.259
9 H -0.97330 2.33544 -0.48031  0.103
10 C -0.00699 -0.49717 -2.16998  -0.276
11 H 1.03502 1.38306 -1.38745  0.052
12 C -0.98356 -0.48810 -3.32795  -0.217
13 H 0.95639 -0.94152 -2.48400  0.078
14 H -0.39844 -1.25807 -1.47733  0.080
15 C -2.34427 -0.00741 -2.81737  -0.191
16 H -0.66158 0.12801 -4.17783  0.110
17 H -1.06474 -1.49427 -3.74834  0.107
18 C -2.30154 1.16887 -1.79357  -0.181
19 H -3.00041 0.20438 -3.67416  0.100
20 H -2.79978 -0.89423 -2.35108  0.106
21 H -2.70591 2.04223 -2.31270  0.108
22 H -2.98833 0.84654 -1.00468  0.110
23 N -0.41145 -1.32034 4.86572  0.059
24 C -0.23979 -0.41252 3.87280  -0.944
25 N -0.04246 0.85727 4.31156  0.077
26 S -0.32180 -0.84750 2.22339  0.491
27 H -0.09498 -1.09975 5.80348  0.096
28 H -0.52666 -2.28586 4.60407  0.086
29 H 0.18068 1.56371 3.61699  0.036
30 H 0.30946 0.97463 5.25374  0.096

Cartesian forces (eV/Å) of the 2 atoms listed first:
0.44 -0.70 0.55
-0.47 -1.44 -0.25

=====

Record 2
A molecular structure, C8H16ClGdIN2OP in a non-equilibrium geometry, computed with ωB97M-V with the def2-TZVPD basis set.

2S+1 = 8
Charge = +2

Last column: Löwdin spin population.
Cartesian coordinates (Å):
1 C -0.16263 4.59971 0.44779  -0.005
2 I -1.98571 3.20355 0.41103  -0.016
3 H 0.79769 4.10191 0.22339  -0.003
4 H -0.17451 5.02001 1.45649  0.000
5 H -0.43221 5.36430 -0.28872  0.000
6 Gd 0.44968 1.36089 0.29581  6.814
7 P -0.74818 0.34954 -2.16081  0.067
8 C -2.50062 0.30752 -2.62565  0.014
9 C -0.07378 1.63833 -3.28627  0.008
10 H 0.84530 -1.45401 -2.38414  0.000
11 H -0.21560 -1.38669 -3.82162  0.003
12 H -0.81434 -2.05788 -2.26983  0.000
13 C -0.17829 -1.29242 -2.73018  0.013
14 H 1.01398 1.65608 -3.17449  0.000
15 H -0.34005 1.41365 -4.32419  0.002
16 H -2.61030 0.34809 -3.72336  0.004
17 H -3.02577 1.16887 -2.19378  0.000
18 H -0.48408 2.61632 -3.00237  0.000
19 H -2.98409 -0.61063 -2.25883  0.000
20 C -1.39633 -0.33243 0.29993  -0.014
21 O -2.41032 -0.91372 0.47134  0.007
22 Cl 2.51783 0.58872 -0.85316  0.098
23 N 1.06687 -1.49522 3.67644  0.000
24 C 1.04769 -0.37757 4.53980  0.001
25 C 0.93838 0.70043 3.70430  0.001
26 N 0.88215 0.27441 2.34963  0.001
27 C 0.96282 -1.08110 2.38915  0.001
28 H 1.15117 -2.45102 4.00267  0.000
29 H 1.13780 -0.44137 5.62513  0.000
30 H 0.94046 1.76325 3.95927  0.000
31 H 1.04468 -1.76602 1.53328  0.000

Cartesian forces (eV/Å) of the 2 atoms listed first:
-0.99 -0.07 0.17
0.85 1.15 0.04

=====

Record 3
A molecular structure, C8H16ClNiO4 in a non-equilibrium geometry, computed with ωB97M-V with the def2-TZVPD basis set.

2S+1 = 3
Energy relative to the best compared isomer or geometry (same formula, charge and spin) = 0.0 kJ/mol
Charge = +1

Last column: natural (NBO) charge in e.
Cartesian coordinates (Å):
1 Ni -1.90496 0.82152 0.50086  1.459
2 Cl -1.59913 0.21130 -1.73666  -0.517
3 C 0.06257 -3.11322 3.95743  -0.632
4 C -0.91843 -2.23776 3.19409  -0.078
5 O -1.75216 -2.98753 2.29986  -0.440
6 C -2.26934 -2.36962 1.26461  1.061
7 O -2.20061 -1.16882 1.02832  -0.839
8 O -2.90679 -3.23852 0.54468  -0.431
9 C -3.68656 -2.80931 -0.56652  -0.278
10 H 0.65313 -3.73203 3.28382  0.230
11 H -0.45355 -3.76148 4.66571  0.230
12 H 0.73943 -2.51450 4.56530  0.236
13 H -0.35402 -1.48005 2.64308  0.171
14 H -1.47526 -1.61278 3.89581  0.192
15 H -4.54178 -2.19813 -0.27387  0.197
16 H -4.00619 -3.68292 -1.12283  0.231
17 H -3.14897 -2.15578 -1.25596  0.206
18 C 1.40967 3.32615 -1.62518  -0.429
19 C 2.90024 3.46032 -1.35358  -0.431
20 C 3.49795 2.90333 -2.68398  -0.073
21 O 2.45761 2.32173 -3.44318  -0.504
22 C 1.35558 2.15476 -2.58853  -0.065
23 H 0.97251 4.13960 -2.21447  0.211
24 H 0.75657 3.30171 -0.74853  0.183
25 H 3.15018 2.77457 -0.54062  0.194
26 H 3.26216 4.44704 -1.07693  0.224
27 H 4.27846 2.18278 -2.43035  0.174
28 H 4.00357 3.76017 -3.13150  0.189
29 H 1.35754 1.20631 -2.02360  0.135
30 H 0.36057 2.05115 -3.02729  0.191

Cartesian forces (eV/Å) of the 2 atoms listed first:
0.17 -2.62 -2.54
-0.28 1.11 2.40

=====

| no. | total energy (eV) |
| --- | --- |
| 1 | -48276.7583 |
| 2 | -64315.6696 |
| 3 | -70301.6031 |